1.
{"formula": "C29H52BCl2IrN6O3S4Si", "method": "the ωB97M-V functional and the def2-TZVPD basis", "energy_ev": -125781.83174, "homo_lumo_gap_ev": 4.1, "total_charge": 0, "species": ["Ir", "C", "C", "C", "C", "N", "C", "C", "N", "B", "N", "C", "C", "N", "C", "S", "C", "C", "C", "C", "N", "C", "C", "N", "C", "S", "C", "C", "C", "C", "C", "S", "H", "H", "H", "H", "H", "H", "H", "H", "H", "H", "H", "H", "H", "H", "H", "H", "H", "H", "H", "H", "H", "H", "H", "H", "H", "H", "H", "H", "H", "H", "H", "H", "H", "H", "C", "S", "C", "O", "H", "H", "H", "H", "H", "H", "Cl", "C", "Cl", "C", "O", "O", "H", "C", "Si", "C", "C", "C", "H", "H", "H", "H", "H", "H", "H", "H", "H", "H", "H"], "coordinates": [[-0.1076, -0.1990, 0.1468], [-0.3559, -0.0692, -3.9175], [-0.1595, -1.5120, -4.3749], [0.4128, -1.4995, -5.7912], [-1.4574, -2.3129, -4.3846], [0.8201, -2.1848, -3.4601], [2.0673, -2.6320, -3.8466], [2.6683, -3.1303, -2.7462], [1.8026, -2.9935, -1.6916], [2.2710, -3.3814, -0.2650], [3.1313, -2.2709, 0.3791], [4.0570, -2.5903, 1.3428], [4.6033, -1.4440, 1.7947], [4.0017, -0.4082, 1.1057], [3.0963, -0.9311, 0.2467], [2.0901, -0.0089, -0.8223], [4.3191, 1.0445, 1.2939], [4.8719, 1.6132, -0.0094], [5.3873, 1.1685, 2.3793], [3.0669, 1.7949, 1.7513], [1.0804, -3.7969, 0.6390], [0.5342, -5.0499, 0.5164], [-0.5446, -5.1157, 1.3236], [-0.6647, -3.8849, 1.9402], [0.3377, -3.0927, 1.5066], [0.6380, -1.4358, 1.9616], [-1.7554, -3.5102, 2.8937], [-1.1340, -3.1388, 4.2362], [-2.6751, -4.7140, 3.0919], [-2.5763, -2.3675, 2.2974], [0.6820, -2.4012, -2.1356], [-0.7034, -1.9632, -1.1439], [-1.0174, 0.4395, -4.6195], [0.6036, 0.4505, -3.9008], [-0.8045, -0.0079, -2.9298], [-0.3281, -1.0314, -6.4371], [0.5993, -2.5043, -6.1724], [1.3280, -0.9112, -5.8586], [-2.1498, -1.8462, -5.0849], [-1.9260, -2.3310, -3.4039], [-1.2687, -3.3366, -4.7134], [2.4229, -2.5624, -4.8536], [3.6417, -3.5669, -2.6213], [2.9723, -4.3569, -0.3800], [4.2470, -3.6094, 1.6240], [5.3505, -1.2869, 2.5451], [5.7741, 1.0781, -0.3111], [5.1283, 2.6615, 0.1457], [4.1343, 1.5546, -0.8078], [6.3096, 0.6515, 2.1127], [5.0341, 0.8012, 3.3436], [5.6215, 2.2257, 2.4914], [2.3826, 1.9798, 0.9269], [3.3692, 2.7526, 2.1772], [2.5314, 1.2300, 2.5146], [0.9602, -5.7868, -0.1388], [-1.2304, -5.9200, 1.4921], [-0.5700, -3.9783, 4.6451], [-1.9314, -2.8869, 4.9361], [-0.4713, -2.2806, 4.1402], [-2.1502, -5.5729, 3.5116], [-3.1665, -5.0080, 2.1645], [-3.4503, -4.4222, 3.7986], [-2.0169, -1.4371, 2.2801], [-3.4767, -2.2276, 2.8958], [-2.8792, -2.5870, 1.2744], [-1.6463, 1.8595, 3.8102], [-1.5982, 1.4548, 2.0807], [-2.1275, 3.0096, 1.3984], [-0.0957, 1.3750, 1.7504], [-1.0510, 2.7503, 4.0069], [-1.2380, 1.0064, 4.3475], [-2.6871, 2.0125, 4.0895], [-3.1997, 3.1099, 1.5633], [-1.9051, 2.9604, 0.3303], [-1.5700, 3.8197, 1.8649], [-3.3543, 2.7750, -2.1746], [-3.9237, 1.1530, -1.7382], [-3.9852, 0.0982, -3.1725], [-3.0586, 0.4712, -0.6580], [-3.6540, -0.1973, 0.1720], [-1.8090, 0.6771, -0.7525], [-4.9419, 1.2472, -1.3777], [2.4609, 4.7171, -2.3329], [0.8156, 4.4630, -1.4580], [-0.5162, 5.2780, -2.5025], [0.9160, 5.3105, 0.2189], [0.4035, 2.7043, -1.1818], [2.6102, 5.7576, -2.6337], [2.5264, 4.0931, -3.2250], [3.2843, 4.4339, -1.6741], [-0.2679, 6.3093, -2.7656], [-1.4701, 5.2800, -1.9715], [-0.6615, 4.7191, -3.4294], [1.4903, 6.2386, 0.1739], [1.3998, 4.6487, 0.9407], [-0.0767, 5.5529, 0.6038], [0.3521, 2.3242, -0.1737], [-0.0667, 2.0870, -1.9357]], "forces_ev_per_a": [[0.7, 0.2, -0.1], [0.0, 0.0, 0.0], [0.0, 0.0, 0.0], [0.0, 0.0, 0.0], [0.0, 0.0, 0.0], [0.0, 0.0, -0.1], [0.0, 0.0, 0.1], [0.0, 0.0, -0.1], [0.0, -0.1, 0.1], [-0.1, 0.1, 0.0], [0.1, 0.0, 0.0], [0.0, 0.0, 0.0], [-0.1, 0.0, 0.0], [0.0, 0.0, -0.1], [-0.1, -0.2, 0.1], [-0.3, 0.0, 0.4], [0.0, 0.0, 0.1], [0.0, 0.0, 0.0], [0.0, 0.0, 0.0], [0.0, 0.0, -0.1], [0.1, -0.1, 0.0], [-0.1, 0.0, 0.0], [0.0, 0.1, -0.1], [0.0, -0.1, 0.1], [0.1, 0.2, 0.0], [0.0, -0.1, 0.0], [-0.1, 0.0, -0.1], [0.0, 0.0, 0.1], [0.0, 0.0, 0.0], [0.1, 0.0, 0.0], [-0.2, 0.2, 0.3], [0.2, -0.6, -0.6], [0.0, 0.0, 0.0], [0.0, 0.0, 0.0], [0.0, 0.0, 0.0], [0.0, 0.0, 0.0], [0.0, 0.0, 0.0], [0.0, 0.0, 0.0], [0.0, 0.0, 0.0], [0.0, 0.0, 0.0], [0.0, 0.0, 0.0], [0.0, 0.0, 0.0], [0.0, 0.0, 0.0], [0.0, 0.0, 0.0], [0.0, 0.0, 0.0], [0.0, 0.0, 0.0], [0.0, 0.0, 0.0], [0.0, 0.0, 0.0], [0.0, 0.0, 0.0], [0.0, 0.0, 0.0], [0.0, 0.0, 0.0], [0.0, 0.0, 0.0], [0.0, 0.0, 0.0], [0.0, 0.0, 0.0], [0.0, 0.0, 0.1], [0.0, 0.0, 0.0], [0.0, -0.1, 0.0], [0.0, 0.0, 0.0], [0.0, 0.0, 0.0], [0.0, 0.0, 0.0], [0.0, 0.0, 0.0], [0.0, 0.0, 0.0], [0.0, 0.0, 0.0], [0.0, 0.0, 0.0], [0.0, 0.0, 0.0], [0.0, 0.0, 0.0], [0.1, 0.1, 0.1], [0.3, 0.0, -0.1], [-0.1, 0.1, 0.0], [-0.3, -0.1, -0.1], [0.0, 0.0, 0.0], [0.0, 0.0, 0.0], [0.0, 0.0, 0.0], [0.0, 0.0, 0.0], [0.1, 0.0, 0.0], [0.0, 0.0, 0.0], [0.0, -0.1, 0.0], [0.0, 0.2, 0.0], [0.0, 0.0, 0.0], [-0.2, -0.2, 0.0], [-0.1, -0.1, 0.1], [0.3, 0.4, 0.0], [0.1, 0.0, 0.0], [0.1, 0.3, -0.1], [0.0, -1.0, 0.1], [0.0, 0.2, -0.1], [0.0, 0.2, 0.0], [0.1, 0.2, -0.1], [0.1, 0.0, 0.0], [0.0, 0.0, 0.0], [0.0, 0.0, 0.0], [0.0, 0.0, 0.0], [0.0, 0.0, 0.0], [0.0, 0.0, 0.0], [0.0, 0.0, 0.0], [0.0, 0.0, 0.0], [0.0, 0.0, 0.0], [-0.3, 0.2, 0.1], [-0.3, 0.1, 0.0]], "mulliken_charge": [1.83, -1.04, 1.57, -2.30, -1.61, 0.50, -0.30, -1.28, 0.00, 1.28, 0.07, -1.30, -0.30, 0.55, -0.35, -0.03, 1.62, -1.63, -2.35, -1.35, -0.06, -1.30, -0.25, 0.51, -0.01, -0.31, 1.63, -1.68, -2.30, -1.10, -0.14, -0.34, 0.62, 0.42, -0.25, 0.45, 0.52, 0.48, 0.45, 0.26, 0.39, 0.54, 0.62, -0.23, 0.62, 0.54, 0.38, 0.47, 0.30, 0.52, 0.48, 0.46, -0.01, 0.56, 0.31, 0.61, 0.54, 0.41, 0.45, 0.30, 0.53, 0.48, 0.45, -0.30, 0.68, 0.34, -1.36, 0.77, -0.78, -0.91, 0.37, 0.34, 0.44, 0.50, -0.20, 0.43, -0.13, -0.01, -0.17, 0.21, -0.60, -0.43, 0.46, -1.03, -0.34, -0.97, -0.85, 0.46, 0.32, 0.31, 0.21, 0.31, 0.22, 0.29, 0.37, 0.16, 0.25, -0.41, 0.22]}

***

2.
{"formula": "C17H24B2Cl3CsF4GeN4O4", "method": "the ωB97M-V functional and the def2-TZVPD basis", "energy_ev": -139025.18519, "spin_multiplicity": 2, "homo_lumo_gap_ev": [8.5, 5.7], "total_charge": 1, "s_squared": 0.75, "species": ["Cs", "C", "C", "N", "O", "B", "F", "F", "O", "N", "C", "C", "C", "N", "O", "B", "F", "F", "O", "N", "C", "C", "C", "H", "H", "H", "H", "H", "H", "H", "H", "H", "H", "H", "H", "C", "C", "C", "C", "C", "C", "C", "C", "C", "H", "H", "H", "H", "H", "H", "H", "H", "H", "H", "H", "H", "Cl", "Ge", "Cl", "Cl"], "coordinates": [[-1.0986, 0.3562, 0.2668], [1.4597, -3.5850, 3.1775], [0.9439, -2.2870, 2.6487], [0.0047, -2.1174, 1.8045], [-0.5216, -3.3215, 1.3167], [1.1322, -3.9225, -0.6601], [2.0794, -3.7372, 0.2552], [0.6297, -5.1228, -0.8607], [0.7703, -2.9184, -1.5241], [1.1114, -1.5988, -1.1542], [2.2707, -1.2305, -1.5379], [3.2533, -2.0194, -2.3414], [2.6586, 0.1550, -1.1016], [2.1182, 0.5720, -0.0197], [2.5273, 1.7802, 0.4014], [1.8180, 2.2365, 1.6111], [2.3449, 3.3744, 2.0781], [0.4327, 2.2517, 1.4283], [2.1472, 1.0964, 2.6579], [1.5760, -0.0153, 2.3837], [1.4963, -1.0063, 3.1896], [1.8546, -0.8951, 4.6354], [3.6237, 0.9720, -1.9012], [1.0333, -4.4217, 2.6374], [1.2070, -3.6802, 4.2360], [2.5465, -3.6196, 3.0893], [2.8866, -3.0131, -2.5699], [4.2000, -2.0979, -1.8044], [3.4528, -1.5059, -3.2827], [2.2281, 0.0961, 4.8716], [2.6233, -1.6368, 4.8648], [0.9849, -1.1166, 5.2567], [4.3744, 0.3400, -2.3694], [4.1072, 1.7104, -1.2687], [3.0946, 1.5071, -2.6941], [-4.4259, 2.8382, 0.8088], [-3.5161, 2.6117, -0.3719], [-3.8305, 1.6538, -1.3371], [-3.0126, 1.4419, -2.4424], [-3.3900, 0.4304, -3.4952], [-1.8504, 2.2051, -2.5668], [-1.5062, 3.1663, -1.6166], [-0.2510, 3.9889, -1.7565], [-2.3483, 3.3544, -0.5231], [-5.0644, 1.9737, 0.9908], [-5.0794, 3.6944, 0.6320], [-3.8598, 3.0504, 1.7169], [-4.7335, 1.0616, -1.2243], [-4.0071, -0.3666, -3.0792], [-2.5080, -0.0173, -3.9546], [-3.9663, 0.9034, -4.2925], [-1.2042, 2.0499, -3.4251], [-0.4928, 5.0206, -2.0159], [0.3969, 3.5955, -2.5394], [0.3098, 4.0133, -0.8207], [-2.0796, 4.0857, 0.2329], [-3.1143, -5.0072, 1.3293], [-2.2584, -3.1403, 0.9377], [-3.0471, -1.6045, 2.1789], [-2.5320, -2.5825, -1.0867]], "forces_ev_per_a": [[-0.1, 0.0, -0.5], [0.0, 0.1, 0.1], [0.0, 0.1, 0.0], [0.0, 0.1, 0.1], [0.1, -0.1, 0.0], [0.1, 0.4, -0.5], [0.0, 0.0, 0.1], [-0.1, 0.0, 0.1], [0.0, -0.3, 0.2], [0.0, 0.0, 0.1], [0.0, 0.2, 0.1], [0.0, 0.0, 0.0], [0.0, 0.0, -0.1], [0.1, -0.3, 0.0], [-0.1, 0.2, 0.3], [-0.1, 0.0, -0.4], [0.0, 0.0, 0.1], [0.5, 0.3, 0.3], [-0.1, 0.0, -0.1], [0.1, -0.1, 0.1], [-0.1, -0.1, -0.1], [0.0, -0.1, 0.0], [0.0, -0.1, 0.0], [0.0, 0.0, 0.0], [0.0, 0.0, 0.0], [0.0, 0.0, 0.0], [0.0, 0.0, 0.0], [0.0, 0.0, 0.0], [0.0, 0.0, 0.0], [0.0, 0.0, 0.0], [0.0, 0.0, 0.0], [0.0, 0.0, 0.0], [0.0, 0.0, 0.0], [0.0, 0.0, 0.0], [0.0, 0.0, 0.0], [0.0, 0.0, 0.0], [-0.1, 0.0, 0.0], [0.0, 0.0, 0.1], [0.0, 0.0, -0.1], [0.0, 0.0, 0.0], [0.0, 0.0, 0.1], [0.0, 0.0, -0.1], [0.0, 0.0, 0.0], [-0.1, 0.0, 0.0], [0.0, 0.0, 0.0], [0.0, 0.0, 0.0], [0.0, 0.0, 0.0], [0.0, 0.0, 0.0], [0.0, 0.0, 0.0], [0.0, 0.0, 0.0], [0.0, 0.0, 0.0], [0.0, 0.0, 0.0], [0.0, 0.0, 0.0], [0.0, 0.0, 0.0], [0.0, 0.0, 0.0], [0.0, 0.0, 0.0], [0.0, 0.0, 0.0], [-0.2, -0.2, -0.1], [-0.2, -0.2, 0.1], [0.0, 0.0, 0.0]], "nbo_charge": [0.91, -0.69, 0.24, -0.14, -0.74, 1.40, -0.50, -0.47, -0.60, -0.13, 0.24, -0.69, 0.22, -0.08, -0.52, 1.28, -0.49, -0.56, -0.35, 0.10, 0.24, -0.68, -0.69, 0.27, 0.25, 0.25, 0.25, 0.25, 0.25, 0.26, 0.26, 0.25, 0.23, 0.26, 0.25, -0.64, 0.00, -0.26, 0.01, -0.64, -0.29, 0.10, -0.66, -0.28, 0.22, 0.24, 0.22, 0.22, 0.22, 0.22, 0.24, 0.22, 0.24, 0.21, 0.23, 0.22, -0.30, 1.65, -0.36, -0.34]}

***

3.
{"formula": "C4H11NO2", "method": "the ωB97M-V functional and the def2-TZVPD basis", "energy_ev": -9908.03511, "homo_lumo_gap_ev": 8.9, "smiles": "CNCCC=O.O", "total_charge": 0, "species": ["C", "N", "C", "C", "C", "O", "H", "H", "H", "H", "H", "H", "H", "H", "H", "O", "H", "H"], "coordinates": [[-0.2349, -2.5084, 0.0438], [-0.6298, -1.3126, -0.7614], [0.2681, -0.1323, -0.7190], [-0.5441, 1.3178, -0.7254], [0.1849, 2.4849, -1.0672], [0.7297, 2.4909, -2.2289], [0.4741, -3.2379, -0.5608], [0.5206, -2.0545, 0.8089], [-1.1751, -3.0561, 0.3176], [-1.5638, -1.2366, -1.0152], [1.1729, 0.1706, 0.1061], [0.9598, -0.2118, -1.4994], [-0.9916, 1.5565, 0.2194], [-1.3655, 1.1187, -1.4660], [-0.0274, 3.4375, -0.5068], [1.0871, 0.5925, 2.9056], [0.1160, 0.9349, 3.0796], [1.0188, -0.3543, 3.0689]], "forces_ev_per_a": [[1.9, 0.8, -1.4], [3.4, -0.3, 2.0], [0.2, 2.7, 2.0], [-1.0, -4.3, 0.3], [1.7, 1.6, -6.6], [-1.0, 0.8, 4.5], [-1.6, 1.2, 0.9], [-1.9, -1.3, -0.4], [1.3, 0.5, 0.5], [-1.5, 0.6, -0.2], [-2.9, -2.0, -0.7], [0.5, 0.4, -2.0], [-0.5, -0.8, 0.8], [0.6, 0.7, 0.5], [0.8, -0.6, -0.2], [-3.0, 1.1, 0.5], [3.0, -1.1, -0.5], [0.0, 0.0, 0.0]], "nbo_charge": [-0.42, -0.67, -0.19, -0.52, 0.39, -0.53, 0.18, 0.19, 0.21, 0.38, 0.20, 0.19, 0.20, 0.24, 0.14, -0.94, 0.47, 0.47]}